The following is a quantum chemistry calculation of C41H40LaN8O2 as an isolated structure, from the Open Molecules 2025 dataset.

Each line ends with the Mulliken charge.
Cartesian coordinates (Å):
La (0.2243, -0.2558, 1.2341)  1.312
C (2.6295, -2.0294, 3.3705)  -1.331
C (3.2949, -2.0004, 1.9872)  -0.158
C (2.5600, -2.8243, 0.9621)  0.551
C (3.2314, -3.7165, 0.1422)  -1.035
C (2.5131, -4.4754, -0.7675)  -0.581
C (1.1360, -4.3378, -0.8181)  -0.825
C (0.5402, -3.4196, 0.0248)  -0.520
N (1.2300, -2.6608, 0.8875)  0.669
N (1.7511, -0.8725, 3.6348)  1.345
C (2.5522, 0.3090, 3.9611)  -1.173
C (1.7471, 1.5859, 3.8901)  0.096
C (2.2178, 2.7532, 4.4759)  -1.055
C (1.4783, 3.9156, 4.3529)  -0.505
C (0.2618, 3.8767, 3.6829)  -0.948
C (-0.1445, 2.6688, 3.1557)  -0.437
N (0.5898, 1.5502, 3.2238)  0.689
C (0.8916, -1.1641, 4.7912)  -1.243
C (-0.3423, -1.9647, 4.4751)  0.392
C (-0.7964, -2.9160, 5.3751)  -0.968
C (-2.0105, -3.5397, 5.1404)  -0.486
C (-2.7240, -3.1908, 4.0078)  -0.929
C (-2.1826, -2.2531, 3.1455)  -0.341
N (-1.0112, -1.6433, 3.3621)  0.260
H (2.0148, -2.9271, 3.4544)  0.556
H (3.3965, -2.0876, 4.1542)  0.465
H (3.3711, -0.9742, 1.6105)  -0.552
H (4.3157, -2.3725, 2.0650)  0.492
H (4.3058, -3.8102, 0.2174)  0.458
H (3.0226, -5.1706, -1.4212)  0.423
H (0.5326, -4.9154, -1.5030)  0.508
H (-0.5314, -3.2608, 0.0117)  0.414
H (2.9895, 0.2192, 4.9659)  0.503
H (3.3887, 0.3818, 3.2658)  0.489
H (3.1591, 2.7473, 5.0095)  0.513
H (1.8396, 4.8408, 4.7813)  0.451
H (-0.3612, 4.7536, 3.5846)  0.469
H (-1.0983, 2.5795, 2.6461)  0.569
H (1.4717, -1.6704, 5.5731)  0.297
H (0.5535, -0.2144, 5.2123)  0.505
H (-0.2061, -3.1568, 6.2491)  0.451
H (-2.3897, -4.2822, 5.8296)  0.440
H (-3.6811, -3.6390, 3.7826)  0.465
H (-2.6899, -1.9835, 2.2300)  0.518
C (0.4069, 2.0548, -7.3019)  -0.917
O (-0.1820, 0.9717, -6.6015)  -0.435
C (-1.3729, 1.1857, -5.9975)  0.741
C (-2.0475, 2.4025, -5.9889)  -0.521
C (-3.2721, 2.4965, -5.3404)  -0.667
C (-3.7962, 1.4175, -4.6497)  -0.009
C (-3.1308, 0.1910, -4.6866)  -0.076
C (-1.9408, 0.0752, -5.3683)  -0.486
N (-5.0884, 1.6032, -4.0540)  -0.355
N (-5.3704, 1.1622, -2.9361)  -0.586
C (-4.3768, 0.5848, -2.0734)  -0.153
C (-4.5502, -0.7019, -1.6497)  -0.748
C (-3.6181, -1.3254, -0.7980)  -0.610
C (-2.5310, -0.6421, -0.3104)  1.255
O (-1.5952, -1.2025, 0.4529)  0.318
C (-2.4085, 0.7448, -0.6416)  -0.292
N (-1.3792, 1.4385, -0.0585)  -0.051
C (-1.2092, 2.7011, -0.3793)  -0.273
C (-2.0722, 3.4003, -1.2359)  -1.327
C (-3.1282, 2.7361, -1.7911)  -0.664
C (-3.3118, 1.3587, -1.5323)  0.388
H (1.3310, 1.6721, -7.7240)  0.244
H (0.6335, 2.8833, -6.6267)  0.358
H (-0.2434, 2.4041, -8.1068)  0.378
H (-1.6496, 3.2658, -6.5004)  0.470
H (-3.8307, 3.4241, -5.3610)  0.471
H (-3.5624, -0.6786, -4.2108)  0.500
H (-1.4317, -0.8758, -5.4409)  0.456
H (-5.4035, -1.2566, -2.0192)  0.445
H (-3.7442, -2.3649, -0.5232)  0.563
H (-0.3567, 3.2057, 0.0650)  0.599
H (-1.9006, 4.4488, -1.4323)  0.438
H (-3.8322, 3.2599, -2.4228)  0.604
C (3.6148, 1.7366, 0.9576)  -1.041
C (3.0838, 1.1237, -0.2998)  0.375
C (3.6640, 1.1967, -1.5391)  -1.164
C (2.8010, 0.5139, -2.4348)  -0.802
C (1.7389, 0.0629, -1.6959)  0.064
C (0.5577, -0.7009, -2.2201)  -0.710
N (1.8901, 0.4199, -0.3622)  0.608
H (4.1998, 2.6241, 0.7164)  0.502
H (4.2851, 1.0706, 1.5135)  0.253
H (2.8140, 2.0596, 1.6270)  -0.118
H (4.5932, 1.6920, -1.7752)  0.520
H (2.9273, 0.3906, -3.4994)  0.614
H (0.5387, -0.5897, -3.3029)  0.386
H (-0.3969, -0.3220, -1.8484)  0.099
H (0.6130, -1.7713, -2.0069)  0.142

For the total energy, the calculation gives -2206.42305 hartree. Its net charge is +1. The value obtained for the HOMO energy is -9.067 eV. Its multiplicity is 1. As for the LUMO energy: -2.40 eV.



The following is a quantum chemistry calculation of a 2-piece molecular cluster, C4H13NOS overall, from the Open Molecules 2025 dataset.

Each line ends with the Löwdin spin population.
Cartesian coordinates (Å):
C (-0.7049, -0.2467, -0.1826)  0.012
C (0.1150, -1.5084, 0.2333)  0.025
S (-0.5959, -2.1563, 1.8024)  0.422
C (-0.4311, 0.8715, 0.8591)  0.032
N (0.7422, 0.7463, 1.7148)  0.399
C (0.6379, 1.6507, 2.8930)  0.026
H (-1.7094, -0.6435, -0.1163)  0.001
H (-0.3982, 0.1737, -1.1449)  0.000
H (0.0426, -2.2671, -0.5532)  0.010
H (1.1257, -1.2743, 0.5406)  0.001
H (0.5476, -2.8687, 2.0154)  0.010
H (-1.3782, 1.0539, 1.3791)  0.002
H (-0.3874, 1.8581, 0.3207)  0.025
H (1.5992, 0.9701, 1.2107)  0.011
H (-0.4012, 1.4842, 3.2123)  0.002
H (1.3489, 1.2343, 3.6072)  0.005
H (0.6813, 2.7380, 2.7329)  0.016
H (-0.4546, -0.0665, -6.2618)  0.000
H (0.0040, -0.8232, -7.5711)  0.000
O (-0.3835, -0.9262, -6.6916)  0.000

For the total energy, the calculation gives -688.02354 hartree. Its net charge is +1. The value obtained for the HOMO energy (alpha / beta) is -13.370 / -13.370 eV. Its multiplicity is 2. As for the LUMO energy (alpha / beta): -3.14 / -8.26 eV.



The following is a quantum chemistry calculation of a single C5H8O molecule, from the Open Molecules 2025 dataset.

Each line ends with the natural charge from an NBO analysis.
Cartesian coordinates (Å):
C (-1.5573, -0.3512, -0.5554)  -0.432
C (-0.9190, 0.8168, -0.5303)  -0.151
C (0.0283, 1.2705, 0.5733)  -0.467
C (1.1889, 0.3790, 0.2163)  -0.269
C (1.2199, -0.8559, 0.7168)  0.138
O (1.4535, -1.9487, -0.0772)  -0.696
H (-1.5486, -1.0279, 0.3007)  0.194
H (-2.1087, -0.6863, -1.4294)  0.207
H (-0.8968, 1.4137, -1.4391)  0.199
H (-0.3668, 1.0260, 1.5648)  0.219
H (0.2153, 2.3473, 0.5251)  0.216
H (1.5894, 0.5306, -0.7868)  0.197
H (0.8822, -1.0982, 1.7253)  0.161
H (0.8195, -1.8158, -0.8041)  0.484

For the total energy, the calculation gives -270.46660 hartree. Its net charge is 0. The value obtained for the HOMO energy is -8.608 eV. As for the SMILES: C=CC/C=C/O. Its multiplicity is 1. As for the LUMO energy: 1.07 eV.



The following is a quantum chemistry calculation of a single C4H4S molecule, from the Open Molecules 2025 dataset.

Each line ends with the natural charge from an NBO analysis.
Cartesian coordinates (Å):
C (1.5613, -1.8526, -0.3392)  -0.151
C (0.5389, -1.2094, -0.1457)  -0.079
C (-0.8366, -0.3184, 0.1510)  0.106
C (-0.3222, 1.0974, 0.1874)  -0.732
S (-2.8077, 0.0451, 0.2513)  -0.089
H (2.4433, -2.2469, -0.5609)  0.222
H (0.5498, 1.0998, -0.3628)  0.216
H (-0.1078, 1.5557, 1.0637)  0.253
H (-1.0189, 1.8294, -0.2450)  0.255

For the total energy, the calculation gives -552.75895 hartree. Its net charge is 0. The value obtained for the HOMO energy (alpha / beta) is -8.886 / -8.864 eV. As for the SMILES: C#CC(C)=S. Its multiplicity is 1. As for the LUMO energy (alpha / beta): -1.79 / -1.85 eV.



The following is a quantum chemistry calculation of an isolated ion of composition C7H13N2 and charge +1, from the Open Molecules 2025 dataset.

Each line ends with the natural charge from an NBO analysis.
Cartesian coordinates (Å):
C (-1.1253, -1.9947, -0.6864)  -0.617
C (0.0566, -1.1864, -0.2859)  -0.217
C (0.2730, -0.7794, 1.0885)  -0.214
C (1.6147, -0.7166, 1.8069)  -0.608
C (-0.0638, 0.3191, 0.1302)  0.101
C (0.9281, 1.2255, -0.6614)  -0.238
N (0.0516, 2.3440, -0.9631)  -0.511
C (-1.2367, 2.0881, -0.8468)  0.376
N (-1.5079, 1.0114, -0.1797)  -0.515
H (-2.1147, -1.4641, -0.5644)  0.208
H (-0.9628, -2.7797, 0.1247)  0.241
H (-1.0624, -2.2666, -1.7230)  0.241
H (0.9089, -1.2851, -0.8739)  0.216
H (-0.5199, -1.0806, 1.8695)  0.246
H (1.4648, -0.2618, 2.8211)  0.242
H (2.3979, -0.3210, 1.1543)  0.217
H (1.6947, -1.8534, 2.0424)  0.237
H (1.8237, 1.6044, -0.2399)  0.234
H (1.2691, 0.7661, -1.5873)  0.211
H (0.4134, 3.1010, -1.6354)  0.446
H (-2.0128, 2.7806, -1.1853)  0.250
H (-2.2904, 0.7493, 0.3950)  0.454

For the total energy, the calculation gives -383.71813 hartree. Its net charge is +1. The value obtained for the HOMO energy is -13.278 eV. As for the SMILES: C[C@@H]1[C@@H](C)C12CNC=[NH+]2. Its multiplicity is 1. As for the LUMO energy: -3.26 eV.



The following max |F| values (in eV Å⁻¹) correspond, in order, to the records above: 1.646 2.429 0.591 6.070 4.318.